(1)
The following is a DFT calculation (wB97M-V/def2-TZVPD) of the molecule C4H10O3.

Atoms and positions in Å:
C -2.08802 -0.46011 -0.39030
H -2.94683 -0.77740 0.21920
H 0.65161 -1.32672 -1.11677
H 2.97107 0.18112 -1.08866
H -2.09855 -1.03440 -1.32363
H 2.00600 1.61019 -0.62914
C 2.46876 0.68615 -0.25083
C 0.41832 -0.45262 -0.49050
O -2.17932 0.90570 -0.72547
C -0.80142 -0.72052 0.38960
O -0.81312 0.19835 1.46723
H 0.19565 0.40452 -1.14062
H -1.92967 1.36602 0.09226
H -0.78406 -1.75498 0.76471
H 3.20796 0.93982 0.51252
O 1.51005 -0.14806 0.35815
H 0.12302 0.35819 1.67120

Cartesian forces, eV/Å:
C 0.0 -0.3 0.0
H 0.1 0.0 -0.1
H -0.1 0.1 0.1
H -0.1 0.0 0.1
H 0.0 0.0 0.1
H 0.1 -0.1 0.1
C 0.2 0.1 -0.1
C -0.1 0.0 -0.2
O 0.0 0.1 0.2
C -0.1 -0.1 -0.2
O 0.2 0.0 0.2
H 0.1 -0.1 0.1
H -0.1 0.1 -0.2
H 0.0 0.1 0.0
H -0.1 0.0 -0.1
O 0.0 0.0 0.0
H -0.2 0.0 0.1

Calculated values
SMILES	COC[C@@H](O)CO
energy above the lowest of the compared OMol25 structures with the same formula, charge and spin	139.4	kJ/mol
net charge	0
E_HOMO	-10.27	eV
gap between HOMO and LUMO	11.1	eV

(2)
The following is a DFT calculation (wB97M-V/def2-TZVPD) of a structure of composition C33H56AlFN2O4PSi3.

Atoms and positions in Å:
H -1.27574 -4.06254 -0.77328
C 1.96922 -2.17754 -2.49604
H -2.31842 3.50045 -1.80401
H 3.91089 -0.45622 1.72229
H 2.03645 -1.57256 3.04945
H 3.53258 3.97899 1.32304
H -1.86537 -5.10793 1.29304
N 0.73575 -2.12728 -6.01502
H -0.56331 -2.44383 -0.86642
C 0.00115 0.01268 4.22953
C 1.11813 2.25328 2.02858
H -1.69579 2.60734 -3.18134
C 0.27919 4.75428 -0.78196
O 2.47262 -1.72005 -0.22389
C 2.30846 -3.62488 -4.85513
C -5.12649 1.99983 -2.10302
O 0.03559 -1.14803 -5.96037
C -4.13974 -0.30147 -3.83162
C 4.31193 0.55679 1.64677
H -2.67864 0.00746 2.45718
H 5.32246 0.48990 1.22835
H -4.52006 2.71136 -2.67031
H 4.07146 0.03731 -1.29138
H 0.28223 5.57861 -1.50229
H -3.04166 -1.68067 2.86799
Si -4.31950 0.31072 -2.07341
C 1.26894 -1.80080 -3.63366
H 0.48791 -4.90488 0.55852
C -0.22121 2.63216 2.18304
H 4.42788 1.74387 -1.57979
H -1.44367 4.37636 -3.09528
C 1.39198 -1.99168 3.83054
C 1.47233 3.56259 4.07548
C -2.69592 0.40944 -1.28129
O 0.88355 -2.80377 -7.00836
H 2.82597 1.10366 -1.95227
H 1.83626 -1.73512 4.80309
H -1.06066 -3.26328 4.45703
N 1.50911 1.42287 0.98229
C 3.65398 1.04274 -1.24864
C 1.80574 -1.41276 -1.20425
C -0.92405 -2.21631 4.72988
H 0.58671 -0.96360 -3.60212
H 1.21451 4.76459 -0.21783
H -0.46221 -2.19503 5.72792
C -1.23091 -3.08001 -0.27959
H -5.11582 -0.39326 -4.31840
C -2.55103 -1.03240 2.13387
C -0.03861 -1.44256 3.74534
H -0.22868 4.58077 4.92433
H 3.30536 3.82556 -0.41834
P 0.06307 3.12234 -1.60299
H 1.39081 -3.38818 0.74126
H 4.84178 3.36957 0.30536
C 1.94311 2.73700 3.06395
H -3.65178 -1.27984 -3.85170
H -0.95759 0.52443 4.09456
H 2.97754 2.42464 3.09938
C -0.72523 3.44398 3.16657
H -6.41337 -0.92203 -1.57375
C -0.76137 -3.25153 1.17682
H 2.16434 3.89663 4.84029
C 1.46319 -2.53196 -4.78802
H -5.52116 -0.54810 -0.08417
Al 0.12744 0.28795 0.24358
H 0.87935 -4.30079 2.16728
H -4.98886 -1.87550 -1.11705
H -5.24557 2.39285 -1.08948
H -1.48654 -4.43767 2.87651
H -1.78694 3.65726 3.17058
C 2.82541 -3.26889 -2.53531
H 3.34983 -3.53539 -1.62551
H -2.22624 -2.62966 -0.33861
Si 3.20315 1.54388 0.50665
C 2.99300 -3.99334 -3.70743
H 1.18026 2.48822 -3.67104
C -1.49242 3.44916 -2.51604
H -0.53261 4.90915 -0.06758
C 0.58252 -3.98937 1.16261
C -1.62264 0.44041 -0.70018
C -1.78351 -4.16911 1.86119
Si -0.70155 -1.44995 1.92295
H 0.76949 0.58899 3.71008
H 0.24228 0.03988 5.30226
H 2.41802 -4.16241 -5.78406
H 1.42034 -3.07886 3.73723
C 1.25310 3.34074 -2.99133
O 0.93294 -0.45645 -1.27381
H 1.05666 4.26035 -3.55161
C 3.75677 3.35463 0.46319
C 0.13929 3.94052 4.13434
H 2.27349 3.37604 -2.60757
H -3.07678 -1.12005 1.18013
H -2.78137 -3.72450 1.90415
H 3.65831 -4.84659 -3.73079
H -6.11545 1.94604 -2.56947
C -5.41659 -0.86876 -1.12440
F -1.10750 2.09576 1.28801
H 4.38973 0.97173 2.65625
H -3.52582 0.38502 -4.42203
H -1.91519 -1.76340 4.82052

Cartesian forces, eV/Å:
H 0.0 0.0 0.0
C 0.0 0.1 0.1
H 0.0 0.0 0.0
H 0.0 0.0 0.0
H -0.1 0.0 0.0
H 0.0 0.0 0.1
H 0.0 0.0 0.0
N 0.2 -0.2 0.4
H -0.1 0.0 0.0
C 0.0 0.0 0.0
C 0.0 0.0 0.1
H 0.0 0.0 0.0
C 0.0 0.1 0.1
O -0.1 0.2 -0.2
C 0.0 0.0 0.1
C -0.1 0.1 0.0
O -0.3 0.5 0.1
C 0.0 0.0 -0.1
C 0.1 0.0 0.1
H 0.0 -0.1 0.0
H -0.1 0.0 0.0
H 0.0 0.0 0.0
H 0.0 0.0 0.0
H 0.0 0.0 0.0
H 0.0 0.1 -0.1
Si 0.0 0.0 0.0
C 0.0 0.0 0.0
H 0.0 0.0 0.0
C -0.1 0.0 -0.2
H 0.0 -0.1 0.0
H 0.0 0.0 0.0
C 0.0 0.0 0.0
C 0.0 0.0 0.0
C 0.1 0.0 0.1
O 0.1 -0.4 -0.4
H -0.1 0.0 0.0
H 0.0 0.0 0.0
H 0.0 0.0 0.0
N -0.1 0.2 0.0
C -0.1 -0.1 0.0
C 0.0 0.2 0.0
C 0.0 0.0 0.0
H 0.0 0.0 0.0
H 0.0 0.0 0.0
H 0.0 0.0 0.0
C 0.0 0.0 -0.1
H 0.0 0.0 0.0
C -0.1 0.1 0.1
C 0.1 0.0 0.1
H 0.0 0.0 0.0
H 0.0 0.0 0.1
P 0.1 -0.1 -0.1
H -0.1 0.0 0.1
H -0.1 0.0 0.0
C 0.1 0.1 -0.1
H 0.0 0.0 0.0
H 0.1 0.0 0.0
H 0.0 0.0 -0.1
C 0.0 0.0 0.0
H 0.0 0.0 0.0
C -0.1 0.0 -0.1
H 0.0 0.0 0.0
C -0.1 0.1 -0.2
H 0.0 0.0 -0.1
Al 0.2 -0.5 -0.1
H 0.0 0.0 0.0
H 0.0 0.0 0.0
H 0.0 0.0 0.0
H 0.0 0.0 0.0
H 0.0 0.0 0.0
C 0.1 -0.1 0.0
H 0.0 0.0 0.0
H 0.1 0.0 0.0
Si -0.2 0.1 0.0
C 0.0 0.0 0.0
H 0.0 0.0 0.0
C -0.1 0.0 0.0
H 0.0 0.0 0.0
C 0.0 0.0 0.0
C 0.1 0.1 -0.2
C 0.0 0.0 0.0
Si -0.1 0.1 -0.1
H -0.1 -0.2 0.1
H 0.0 0.0 0.0
H 0.0 0.0 0.0
H 0.0 0.0 0.0
C 0.0 0.1 -0.1
O 0.3 -0.2 0.5
H 0.0 0.0 0.0
C 0.0 0.0 -0.1
C 0.0 0.0 0.0
H 0.0 0.0 0.0
H 0.0 0.0 0.0
H 0.1 0.0 0.0
H 0.0 0.0 0.0
H 0.0 0.0 0.0
C -0.1 -0.1 0.1
F 0.1 0.2 0.2
H 0.0 -0.1 -0.1
H 0.0 0.0 0.0
H 0.0 0.0 0.0

Calculated values
energy above the lowest of the compared OMol25 structures with the same formula, charge and spin	16.3	kJ/mol
net charge	-1
E_HOMO	-4.70	eV
gap between HOMO and LUMO	6.4	eV

(3)
The following is a DFT calculation (wB97M-V/def2-TZVPD) of a structure of composition C34H28GdIN2O2PS.

Atoms and positions in Å:
H 5.23932 3.10357 -2.70811
H -0.66768 6.90767 1.14649
C -0.66358 -1.93353 1.34419
H 1.26282 -1.00583 -0.85501
C 1.56792 -1.89143 -2.77961
H -5.70848 -5.33733 -0.06511
C -7.40288 -1.80473 -0.17001
H 1.55282 5.99867 1.72319
H -2.19308 -2.79903 -2.72851
C -0.56898 -1.91093 -1.58961
C -6.60718 -0.68213 -0.17961
I -4.42118 1.24087 -0.15301
C 4.74992 2.31807 1.06329
S 2.27032 1.10377 0.67259
H 2.61812 -1.61313 -2.80941
C -0.41718 5.88917 0.87399
H 4.60032 2.09487 2.11599
C 3.96752 2.20787 -1.23311
H 2.22882 3.76827 1.18659
H -2.32188 5.47737 -0.04681
H -0.72688 -1.23823 4.69609
C 0.83952 5.36767 1.19709
C 1.00342 -3.23133 2.56279
C -5.19248 -0.78203 -0.15931
H 8.20832 3.56617 -0.75131
C -3.64968 -4.87603 -0.05791
C -1.13318 -2.55593 -2.70151
H 1.80152 -3.96913 2.55629
H -1.84648 -0.61543 2.60029
C -3.05348 -2.49243 -0.12051
H -0.81838 -3.39673 -4.66191
H 7.40082 4.05127 -2.24611
H 6.62952 3.30077 1.37839
H 1.59442 -2.82063 -4.72131
C 0.99412 -2.56553 -3.85231
O 2.59092 -0.27953 0.32159
H 3.21662 1.89867 -1.95431
C 3.79292 1.93257 0.12309
H -7.44518 -3.91563 -0.12451
C 5.11432 2.88657 -1.65081
C 0.38612 3.17717 0.19609
H 1.10452 -2.91353 4.69049
C -0.41368 -1.70133 3.76409
C 0.36962 -2.88143 1.36579
O 2.25582 1.36687 2.11239
H -7.10878 0.28397 -0.20041
C -4.47998 -2.07403 -0.13351
C 6.08562 3.28397 -0.71971
C -6.79368 -3.04133 -0.13641
C 5.89302 2.99647 0.63969
C -1.33868 5.10607 0.21329
N 1.04522 1.71557 -0.15301
H -1.66358 -4.19183 -0.07481
Gd -1.34158 1.45387 -0.15301
H -1.34158 1.45387 1.92549
C 7.30622 4.03717 -1.15551
C 0.79012 -1.55703 -1.66681
P -1.55458 -1.39873 -0.15301
N -1.07988 3.84837 -0.15301
C 1.23232 4.05347 0.87529
C -2.70458 -3.87383 -0.07871
C -0.35798 -2.89153 -3.81671
H -3.34908 -5.91903 -0.02771
C 0.61252 -2.64043 3.76089
C -4.98068 -4.52593 -0.07991
H 0.69492 -3.37653 0.45459
H 7.25322 5.07237 -0.80351
C -5.39728 -3.18873 -0.11741
C -1.04518 -1.35223 2.56699
H -8.48528 -1.71903 -0.18411

Cartesian forces, eV/Å:
H 0.1 0.0 0.2
H 0.0 -0.1 0.0
C 0.4 -0.1 0.6
H -0.1 -0.3 -0.2
C -0.4 0.1 0.2
H -0.1 0.4 0.0
C -0.1 -1.5 0.0
H -0.1 -0.1 -0.1
H 0.1 0.0 0.1
C 0.3 -0.3 -0.9
C 2.1 0.7 0.0
I -0.4 -0.9 0.0
C 0.0 0.1 -0.1
S 4.2 -0.1 2.7
H -0.2 0.0 0.1
C 1.3 0.3 0.6
H -0.1 0.0 -0.2
C 0.3 0.2 0.3
H -0.1 -0.3 -0.2
H -0.1 -0.2 0.0
H 0.0 0.0 -0.2
C -0.9 0.1 -0.3
C -0.3 0.2 -0.2
C -0.7 -0.5 0.0
H -0.1 0.2 0.0
C -1.2 -0.4 0.0
C -0.1 -0.1 -0.2
H -0.1 0.1 -0.1
H 0.1 -0.1 -0.1
C -0.4 -0.5 -0.2
H 0.0 0.1 0.2
H 0.0 0.0 0.2
H 0.0 0.0 -0.2
H -0.1 0.0 0.1
C 0.0 0.0 0.1
O -1.7 1.0 -0.3
H 0.1 0.1 0.1
C -0.8 0.5 -0.4
H 0.4 0.1 0.0
C -0.1 -0.2 0.5
C 1.5 2.2 1.0
H -0.1 0.1 -0.2
C -0.1 0.0 -0.3
C 0.1 -0.1 0.1
O -1.1 0.1 -1.3
H 0.4 -0.1 0.0
C 0.4 0.0 0.0
C -0.3 -0.1 0.0
C -1.3 1.0 0.0
C -0.5 -0.3 -0.4
C 1.2 -1.5 -0.2
N -4.4 2.5 -0.7
H -0.1 0.4 0.0
Gd 0.5 -0.4 0.7
H -0.1 0.1 -0.9
C 0.2 0.0 -0.2
C -0.1 0.1 0.1
P -0.6 -0.7 0.4
N 2.9 -3.2 0.2
C -0.9 0.1 -0.4
C -0.1 2.2 -0.1
C -0.1 0.2 0.3
H 0.0 0.2 0.0
C -0.1 0.0 -0.1
C 1.2 -1.1 0.0
H 0.0 0.2 0.0
H 0.1 -0.1 0.0
C -0.3 0.1 0.0
C 0.1 -0.1 0.1
H 0.2 0.0 0.0

Calculated values
spin multiplicity	8
net charge	+1
E_HOMO (spin up / spin down)	-10.95 / -10.94	eV
gap between HOMO and LUMO (spin up / spin down)	7.6 / 7.1	eV
expectation value of S²	16.1010